The following is a quantum chemistry calculation of C26H27AsN8O3Tl as an isolated structure, from the Open Molecules 2025 dataset.

Each line ends with the Löwdin charge.
Cartesian coordinates (Å):
Tl 1.66055 -0.14091 0.18448  1.130
O -2.23289 -6.25731 1.98538  0.100
N -1.54766 -5.88778 2.91723  -0.327
O -1.46131 -6.43431 3.98829  0.134
C -0.75771 -4.63814 2.73315  -0.039
C -0.32202 -4.05184 3.85996  0.094
C 0.42884 -2.83290 3.80795  -0.103
C 0.92076 -2.20447 4.96496  0.053
C 1.64265 -1.04355 4.84786  0.002
C 1.85383 -0.51712 3.57088  -0.096
N 1.39032 -1.09808 2.47510  0.003
C 0.69467 -2.24409 2.57195  -0.151
C 0.23081 -2.88534 1.36059  -0.138
N 0.53136 -2.28996 0.18899  0.007
C 0.17548 -2.85373 -0.95320  -0.094
C -0.52516 -4.05669 -0.99220  0.006
C -0.85927 -4.67300 0.18685  0.059
C -0.48752 -4.09047 1.41860  -0.033
H -0.54275 -4.50813 4.81554  0.147
H 0.73063 -2.64657 5.93505  0.143
H 2.04527 -0.53775 5.71377  0.129
H 2.41608 0.40016 3.44175  0.121
H 0.46257 -2.34618 -1.86683  0.123
H -0.79556 -4.49423 -1.94270  0.130
H -1.40627 -5.60075 0.17955  0.120
C 6.14913 -0.46895 0.31726  -0.179
As 5.08430 -0.47396 -1.26062  1.031
C 5.29411 1.17361 -2.19187  -0.180
C 5.59009 -1.92368 -2.38168  -0.174
O 3.44333 -0.73929 -0.86713  -0.677
H 7.20302 -0.45113 0.04055  0.063
H 5.93432 -1.36885 0.88980  0.056
H 5.91877 0.41463 0.90976  0.051
H 6.33338 1.27742 -2.50333  0.063
H 5.03220 1.99997 -1.53373  0.051
H 4.64807 1.17197 -3.06701  0.053
H 6.63939 -1.81524 -2.65425  0.063
H 4.97029 -1.90989 -3.27530  0.056
H 5.44107 -2.85382 -1.83780  0.058
C -0.97734 2.41794 1.25687  0.013
C -0.68114 2.48572 -0.20201  -0.345
N 0.19529 1.74858 -0.85532  -0.009
C 0.22881 2.20346 -2.16172  -0.100
C -0.62342 3.24189 -2.29487  -0.021
N -1.20233 3.41997 -1.04872  -0.010
C -2.17365 4.44933 -0.74785  -0.029
N -3.34544 4.39962 -1.61597  0.019
N -3.43117 5.40645 -2.62307  0.139
N -4.45858 5.21816 -3.30337  0.153
C -5.12337 4.08817 -2.80425  -0.176
C -6.28065 3.50450 -3.20438  0.117
C -6.68557 2.31364 -2.49776  0.078
C -5.94294 1.79399 -1.42705  -0.013
C -4.76968 2.38647 -1.02379  0.084
C -4.36840 3.56991 -1.72688  -0.118
H -0.56871 1.49772 1.66896  0.060
H -2.04665 2.43124 1.47152  0.084
H -0.52237 3.25855 1.78408  0.108
H 0.87507 1.76570 -2.90360  0.117
H -0.85275 3.87594 -3.13584  0.135
H -1.73942 5.43141 -0.92628  0.156
H -2.48062 4.38048 0.29243  0.147
H -6.89140 3.92703 -3.99289  0.153
H -7.59512 1.81384 -2.80625  0.142
H -6.29557 0.90669 -0.92052  0.134
H -4.17005 1.96396 -0.22905  0.124

HOMO (alpha / beta)   -15.83 / -16.51 eV
Energy   -110966.0162 eV
F_max   0.0100 Eh/bohr
ΔE to the lowest compared entry with this formula, charge and spin   0.0 kcal/mol
Total charge   +3

***

The following is a quantum chemistry calculation of a 11-piece molecular cluster, C26H27Br2Cl40F3NO3P overall at a distorted geometry, from the Open Molecules 2025 dataset.

Each line ends with the Löwdin charge.
Cartesian coordinates (Å):
C -2.64555 3.79096 3.10971  -0.006
C -3.10736 2.52567 3.81877  -0.455
O -2.43119 2.10219 4.73741  0.084
N -4.34044 1.90561 3.41365  -0.105
C -4.85820 1.17544 4.58380  -0.080
C -4.09567 0.88806 2.38618  -0.195
C -3.53859 1.44856 1.06864  -0.173
C -2.35035 0.67259 0.50134  -0.243
C -2.69502 -0.78892 0.15086  -0.359
P -1.41238 -2.08280 0.52271  1.014
C -0.06998 -1.95590 -0.79316  -0.361
C -0.44800 -1.13724 -2.03831  -0.218
C 0.07606 0.31609 -2.13370  -0.157
C 0.95678 0.80795 -0.98720  -0.197
O 1.55513 2.08074 -1.33259  -0.074
C 0.69730 3.07140 -0.89315  -0.453
O 1.02521 3.81929 -0.00567  0.062
C -0.69969 -1.62982 2.20441  -0.327
C 0.75957 -1.15697 2.18779  -0.247
C 1.19836 -0.34660 3.40693  -0.801
F 0.25516 0.51620 3.80250  -0.024
Br 2.75898 0.76982 2.93045  0.822
C 1.65866 -1.25044 4.58463  -0.932
F 2.93823 -1.57252 4.48766  0.007
F 0.93916 -2.35977 4.66673  0.074
Br 1.48507 -0.32944 6.31945  0.794
H -3.48273 4.18102 2.53999  0.064
H -2.28281 4.46413 3.87572  0.043
H -1.82871 3.54586 2.43751  0.086
H -5.83652 0.76164 4.35418  0.084
H -4.22975 0.32125 4.83942  0.085
H -4.93002 1.81511 5.45286  0.088
H -5.06211 0.43718 2.17683  0.093
H -3.45614 0.06939 2.74532  0.114
H -3.33986 2.51283 1.10322  0.092
H -4.32169 1.32003 0.32507  0.058
H -2.12976 1.18634 -0.43692  0.092
H -1.46446 0.80210 1.12381  0.093
H -3.55060 -1.07060 0.76404  0.063
H -3.03964 -0.84956 -0.87468  0.063
H 0.01868 -2.98130 -1.13868  0.047
H 0.90259 -1.72187 -0.37407  0.002
H -0.04189 -1.67644 -2.89027  0.101
H -1.51363 -1.11423 -2.22401  0.081
H 0.66838 0.41706 -3.03908  0.115
H -0.74414 1.02070 -2.26004  0.093
H 0.39311 0.88047 -0.05994  0.099
H 1.80112 0.13554 -0.89668  0.077
H -0.28788 3.07775 -1.37722  0.137
H -0.77612 -2.52104 2.81505  0.062
H -1.33785 -0.88222 2.67426  0.063
H 1.39226 -2.04261 2.21144  0.116
H 1.00784 -0.56708 1.31713  0.037
Cl 3.07029 -4.34676 -1.25389  0.522
C 4.06337 -2.89185 -1.37471  -2.008
Cl 5.76946 -3.32554 -1.19620  0.521
Cl 3.79290 -2.12022 -2.94538  0.515
Cl 3.61084 -1.76279 -0.09069  0.571
Cl 2.05019 -9.56614 -3.12187  0.531
C 2.97237 -8.86543 -1.78843  -2.037
Cl 4.08710 -7.64553 -2.42093  0.457
Cl 1.86340 -8.10522 -0.63887  0.520
Cl 3.88994 -10.13408 -0.97282  0.533
Cl 3.00739 6.88803 -4.23232  0.527
C 1.87034 6.56591 -2.91813  -2.026
Cl 2.52829 7.18302 -1.40217  0.543
Cl 0.32945 7.36271 -3.26227  0.522
Cl 1.61103 4.82285 -2.77646  0.628
Cl 5.36280 -5.65400 -3.88966  0.465
C 6.51250 -4.72112 -4.86104  -1.982
Cl 6.48214 -3.02103 -4.37117  0.457
Cl 8.13782 -5.37467 -4.62827  0.533
Cl 6.06427 -4.85207 -6.56575  0.500
Cl 5.36565 -7.72635 -11.35699  0.528
C 5.13067 -7.55333 -9.61507  -2.048
Cl 3.60988 -8.31841 -9.14470  0.526
Cl 6.46929 -8.32323 -8.75753  0.526
Cl 5.07845 -5.83676 -9.19478  0.483
Cl -6.27745 0.72892 -1.61996  0.509
C -7.82933 1.21832 -0.91096  -2.030
Cl -8.29573 2.80294 -1.53056  0.503
Cl -9.06327 0.02991 -1.33827  0.538
Cl -7.66522 1.29849 0.84672  0.545
Cl -3.22329 0.95337 9.21991  0.526
C -1.75679 -0.01860 9.30392  -2.048
Cl -0.47619 0.74064 8.35442  0.456
Cl -1.23995 -0.14736 10.99280  0.518
Cl -2.07669 -1.63508 8.66324  0.520
Cl 11.15027 -2.92149 -5.30897  0.519
C 10.33701 -1.60154 -4.46068  -2.050
Cl 9.37996 -2.25972 -3.13031  0.490
Cl 11.54325 -0.47859 -3.82345  0.528
Cl 9.27323 -0.74758 -5.58460  0.519
Cl -5.37134 3.76331 -2.41520  0.476
C -5.47867 5.51610 -2.60456  -2.043
Cl -7.17828 6.00411 -2.64123  0.520
Cl -4.66978 6.30510 -1.24528  0.516
Cl -4.69734 5.99727 -4.11441  0.530
Cl -4.28920 7.13912 5.12467  0.525
C -3.05040 7.79552 4.04868  -2.056
Cl -2.99995 9.55383 4.20910  0.528
Cl -1.47807 7.11641 4.48181  0.541
Cl -3.43554 7.36700 2.37913  0.516

HOMO   -8.22 eV
Energy   -693450.3316 eV
F_max   0.0427 Eh/bohr
SMILES string   CC(=O)N(C)CCCCP(CCCCOC=O)CC[C@](F)(Br)C(F)(F)Br.ClC(Cl)(Cl)Cl.ClC(Cl)(Cl)Cl.ClC(Cl)(Cl)Cl.ClC(Cl)(Cl)Cl.ClC(Cl)(Cl)Cl.ClC(Cl)(Cl)Cl.ClC(Cl)(Cl)Cl.ClC(Cl)(Cl)Cl.ClC(Cl)(Cl)Cl.ClC(Cl)(Cl)Cl
Total charge   0

***

The following is a quantum chemistry calculation of C26H27CeN7SSe as an isolated structure at a distorted geometry, from the Open Molecules 2025 dataset.

Each line ends with the Löwdin charge.
Cartesian coordinates (Å):
Ce -0.19080 0.53438 -0.08793  0.956
C -2.14201 -0.75470 2.29333  -0.049
N -1.57199 -1.36836 1.07544  -0.286
C -2.66520 -1.79196 0.18442  -0.068
C -0.71312 -2.49792 1.43010  -0.202
C -1.26552 -3.66753 1.92841  -0.037
C -0.47667 -4.76599 2.21977  -0.086
C 0.88711 -4.69517 1.96959  -0.076
C 1.45202 -3.53129 1.48557  -0.028
C 0.68177 -2.37598 1.24743  -0.218
N 1.19168 -1.17763 0.77839  -0.088
C 2.53178 -0.84499 0.93237  -0.231
C 3.34109 -1.29583 1.99065  -0.025
C 4.68427 -0.98325 2.05882  -0.070
C 5.27153 -0.18437 1.08756  -0.081
C 4.47423 0.35364 0.09367  -0.032
C 3.11865 0.06847 0.02929  -0.205
N 2.26206 0.72175 -0.96210  -0.295
C 2.54207 0.21024 -2.31248  -0.060
C 2.46478 2.18820 -0.94182  -0.083
H -2.75525 -1.46817 2.85147  0.102
H -2.76930 0.09365 2.01896  0.083
H -1.33625 -0.41330 2.94246  0.104
H -3.44068 -2.35223 0.71252  0.098
H -2.26389 -2.42420 -0.60412  0.077
H -3.13542 -0.90947 -0.26497  0.092
H -2.33625 -3.73368 2.08775  0.113
H -0.91547 -5.66600 2.62813  0.104
H 1.51480 -5.55905 2.14694  0.109
H 2.50674 -3.50614 1.25428  0.110
H 2.88358 -1.87748 2.77824  0.117
H 5.28016 -1.35817 2.88100  0.110
H 6.32832 0.04219 1.12030  0.105
H 4.91712 1.02787 -0.63079  0.113
H 3.57321 0.41667 -2.61248  0.102
H 1.87345 0.68932 -3.03382  0.089
H 2.38480 -0.86677 -2.33307  0.084
H 2.45319 2.54045 0.08556  0.067
H 1.66405 2.67640 -1.50833  0.092
H 3.42086 2.47340 -1.38842  0.097
S 0.43754 2.17340 2.02472  0.670
C -1.14829 2.79703 1.71468  -0.735
C -1.67866 3.88017 2.43413  -0.075
C -2.95607 4.30982 2.16503  -0.044
C -3.70777 3.66347 1.17917  -0.060
C -3.12584 2.61816 0.50824  -0.147
N -1.87631 2.18257 0.74969  -0.128
H -1.06499 4.34028 3.19489  0.110
H -3.37648 5.14365 2.71239  0.117
H -4.72038 3.96477 0.95288  0.107
H -3.66702 2.08308 -0.26668  0.112
Se -0.40550 -2.22473 -3.16294  1.292
N -1.14329 -1.41533 -4.52425  -0.193
C -1.41892 -0.16860 -4.17080  -0.352
C -2.03124 0.82686 -4.96580  0.048
C -2.22857 2.04883 -4.38272  -0.010
C -1.81958 2.29466 -3.05390  -0.055
N -1.23546 1.40577 -2.27520  0.033
C -1.05521 0.17794 -2.82195  -0.453
N -0.50592 -0.79902 -2.10416  -0.335
H -2.32702 0.61316 -5.98376  0.136
H -2.69879 2.84418 -4.94329  0.122
H -1.97173 3.27289 -2.61249  0.135

HOMO (alpha / beta)   -9.20 / -9.22 eV
Energy   -126937.8588 eV
F_max   0.0383 Eh/bohr
ΔE to the lowest compared entry with this formula, charge and spin   7.6 kcal/mol
Total charge   +1
Multiplicity   2

***

The following is a quantum chemistry calculation of C26H27Cl2HfN3O5PS as an isolated structure at a distorted geometry, from the Open Molecules 2025 dataset.

Each line ends with the Löwdin charge.
Cartesian coordinates (Å):
Hf 8.35252 10.15010 10.47373  1.257
O 7.54316 10.09182 12.37910  -0.190
C 8.68636 9.53145 12.57852  -0.359
C 9.21680 8.82537 13.60111  -0.245
C 8.49714 8.38867 14.74916  0.022
C 9.05038 7.44029 15.57984  -0.037
C 10.37658 6.98712 15.32437  -0.020
C 11.12039 7.41084 14.22401  -0.067
C 10.52656 8.32347 13.38130  -0.305
P 11.35744 9.09162 11.98530  1.051
C 12.66004 10.05433 12.79601  -0.367
C 12.37003 11.33773 13.31427  -0.115
C 13.38995 12.22090 13.62366  -0.088
C 14.73110 11.85995 13.43511  -0.067
C 14.98406 10.50327 13.17316  -0.079
C 13.97181 9.59943 12.87918  -0.104
C 12.11574 7.75249 11.05541  -0.400
C 11.60699 6.47450 11.14582  -0.096
C 12.19323 5.45664 10.35650  -0.069
C 13.27399 5.71428 9.50839  -0.066
C 13.70978 7.05793 9.36434  -0.081
C 13.15148 8.03709 10.13392  -0.125
H 7.52832 8.83098 14.96154  0.129
H 8.51510 7.03217 16.43703  0.116
H 10.84341 6.24359 15.98711  0.121
H 12.13850 7.03176 14.04743  0.131
H 11.36231 11.64169 13.48363  0.086
H 13.11674 13.20372 13.97763  0.103
H 15.50644 12.60412 13.56054  0.103
H 16.03450 10.13513 13.22703  0.119
H 14.21620 8.54841 12.70226  0.112
H 10.84844 6.21192 11.88229  0.103
H 11.81299 4.43056 10.54682  0.116
H 13.75212 4.87979 8.96933  0.111
H 14.54354 7.33670 8.70155  0.113
H 13.46640 9.07157 10.05476  0.101
N 8.07388 12.37433 11.26159  -0.041
C 7.81680 13.41976 10.23241  -0.225
C 7.60748 12.88352 8.82946  -0.250
N 8.46556 11.70845 8.60309  -0.139
H 7.34501 12.43316 11.98080  0.115
H 8.97563 12.55620 11.71393  0.085
H 8.67431 14.10724 10.14959  0.105
H 6.95115 14.03974 10.53280  0.133
H 7.82726 13.68375 8.07998  0.135
H 6.55340 12.62703 8.70875  0.110
H 9.44523 12.04077 8.54802  -0.017
H 8.17662 11.21787 7.74707  0.091
Cl 9.47667 8.95956 8.77783  0.067
S 11.35704 12.40910 9.82138  0.594
C 12.40947 12.34807 8.47722  -0.699
N 13.24861 13.46348 8.21192  0.056
C 14.07031 13.56330 7.10085  -0.047
C 14.24226 12.45445 6.30889  -0.070
C 13.53291 11.27221 6.56735  -0.038
C 12.65338 11.21788 7.63680  -0.085
H 13.28972 14.16915 8.92426  0.128
H 14.55152 14.51079 6.88057  0.132
H 15.01284 12.54811 5.52317  0.123
H 13.64403 10.37597 5.94181  0.127
H 12.05819 10.31702 7.89791  0.087
O 4.79309 8.65367 11.16238  -0.226
Cl 5.84013 8.60756 10.19340  0.841
O 7.12776 8.13495 10.74386  -0.420
O 5.52452 8.00932 8.95483  -0.224
O 6.29341 10.24969 9.82493  -0.465

HOMO   -9.81 eV
Energy   -88573.1893 eV
F_max   0.1034 Eh/bohr
Total charge   +1

***

What is the formula in the first record?
C26H27AsN8O3Tl

***

F_max of number 4 (C26H27Cl2HfN3O5PS)?
0.1034 Eh/bohr